Record 1
The following is a quantum chemistry calculation of C48H50CdN3Sb2 as an isolated structure, from OMol25.

Structure (XYZ):
```
104
Properties=species:S:1:pos:R:3:lowdin_charge:R:1
Cd -0.348 -0.042 1.484 1.302
C -2.591 2.022 3.380 -0.230
C -1.640 1.089 3.682 -0.309
C -0.362 1.507 3.074 -0.433
C -0.651 2.799 2.430 -0.273
C -1.981 3.069 2.591 -0.231
C -2.716 4.272 2.087 -0.031
C 0.375 3.746 1.886 -0.050
C 0.915 1.286 3.868 -0.088
C -1.780 -0.102 4.584 -0.060
C -4.014 2.057 3.841 -0.027
H -2.960 4.962 2.899 0.088
H -3.663 3.997 1.617 0.070
H -2.129 4.823 1.352 0.072
H 0.285 4.724 2.362 0.090
H 0.280 3.912 0.808 0.071
H 1.388 3.391 2.085 0.052
H 0.935 1.941 4.746 0.098
H 1.816 1.494 3.289 0.036
H 0.992 0.259 4.234 0.064
H -2.811 -0.456 4.624 0.068
H -1.477 0.131 5.609 0.088
H -1.159 -0.944 4.261 0.045
H -4.712 2.183 3.013 0.067
H -4.176 2.902 4.516 0.089
H -4.292 1.151 4.378 0.069
C -5.891 0.215 0.502 -0.053
C -5.827 -1.029 1.123 -0.054
C -4.604 -1.616 1.384 -0.009
C -3.446 -0.928 1.033 -0.270
C -3.499 0.328 0.443 -0.041
C -4.730 0.893 0.158 -0.059
N -2.147 -1.471 1.222 -0.014
N -2.074 -2.673 1.515 0.113
C -0.759 -3.166 1.772 -0.319
C -0.571 -4.531 1.623 0.012
C 0.678 -5.049 1.920 -0.029
C 1.666 -4.192 2.386 -0.038
C 1.377 -2.843 2.504 -0.154
N 0.188 -2.331 2.187 0.025
H -6.854 0.662 0.296 0.114
H -6.738 -1.543 1.399 0.113
H -4.534 -2.587 1.852 0.111
H -2.584 0.855 0.190 0.087
H -4.781 1.857 -0.327 0.115
H -1.391 -5.147 1.283 0.122
H 0.873 -6.107 1.810 0.121
H 2.643 -4.560 2.666 0.117
H 2.117 -2.143 2.879 0.099
C 2.443 1.910 -0.632 -0.380
C 1.633 2.108 -1.912 -0.377
C 0.184 1.598 -1.897 -0.406
Sb 0.106 -0.489 -2.489 1.423
C -1.997 -0.673 -2.810 -0.418
C -2.722 0.300 -3.496 -0.124
C -4.060 0.098 -3.799 -0.079
C -4.687 -1.086 -3.426 -0.081
C -3.974 -2.065 -2.754 -0.088
C -2.633 -1.857 -2.449 -0.168
C 0.504 -0.145 -4.563 -0.387
C 0.818 1.093 -5.113 -0.126
C 0.974 1.234 -6.487 -0.079
C 0.818 0.139 -7.322 -0.082
C 0.512 -1.102 -6.781 -0.081
C 0.360 -1.242 -5.410 -0.143
Sb 2.414 -0.029 0.278 1.356
C 3.417 -1.157 -1.211 -0.433
C 3.368 -2.548 -1.161 -0.157
C 4.027 -3.308 -2.116 -0.077
C 4.726 -2.680 -3.137 -0.071
C 4.768 -1.296 -3.199 -0.066
C 4.119 -0.534 -2.237 -0.121
C 4.028 0.264 1.630 -0.391
C 4.370 1.525 2.107 -0.138
C 5.397 1.667 3.031 -0.071
C 6.086 0.552 3.484 -0.073
C 5.753 -0.708 3.010 -0.077
C 4.725 -0.852 2.089 -0.146
H 2.097 2.580 0.153 0.020
H 3.491 2.153 -0.821 0.066
H 2.178 1.636 -2.735 0.066
H 1.637 3.179 -2.139 0.115
H -0.427 2.157 -2.606 0.048
H -0.280 1.738 -0.913 0.018
H -2.236 1.210 -3.831 0.095
H -4.610 0.853 -4.345 0.107
H -5.730 -1.244 -3.667 0.106
H -4.455 -2.995 -2.479 0.105
H -2.076 -2.641 -1.944 0.079
H 0.942 1.967 -4.486 0.082
H 1.215 2.204 -6.904 0.106
H 0.932 0.252 -8.392 0.106
H 0.391 -1.961 -7.427 0.106
H 0.120 -2.219 -5.004 0.093
H 2.805 -3.049 -0.380 0.082
H 3.989 -4.389 -2.069 0.107
H 5.236 -3.271 -3.886 0.109
H 5.308 -0.804 -3.997 0.111
H 4.175 0.546 -2.296 0.091
H 3.849 2.410 1.761 0.088
H 5.659 2.652 3.395 0.110
H 6.887 0.666 4.203 0.109
H 6.297 -1.579 3.352 0.108
H 4.491 -1.841 1.707 0.088
```

Computed properties:
Net charge: +1
Maximum force (eV/Å): 0.6
Total energy (Eh): -2671.2911
Energy above the lowest of the compared OMol25 structures with the same formula, charge and spin (kcal/mol): 20.4
Kohn-Sham gap (Ha): 0.1988
LUMO (Eh): -0.147


Record 2
The following is a quantum chemistry calculation of the molecule C2H5N3S2, from OMol25.

Structure (XYZ):
```
12
Properties=species:S:1:pos:R:3:lowdin_charge:R:1
C 0.126 -0.020 -0.165 -0.201
C -1.041 0.665 0.013 -0.238
N 1.262 0.576 0.045 -0.039
N -2.203 0.047 0.122 -0.969
N 2.401 -0.043 -0.112 0.007
S -2.332 -1.628 0.000 0.454
S -3.659 0.953 -0.014 0.783
H -0.048 -1.057 -0.252 0.022
H -1.263 1.690 0.132 0.092
H 2.349 -1.021 -0.568 0.150
H 3.206 0.598 -0.318 0.127
H -4.058 0.246 -0.973 -0.188
```

Computed properties:
Maximum force (eV/Å): 4.2
Total energy (Eh): -1039.7197
Energy above the lowest of the compared OMol25 structures with the same formula, charge and spin (kcal/mol): 102.7
Kohn-Sham gap (alpha / beta) (Ha): 0.2518 / 0.2516
LUMO (alpha / beta) (Eh): -0.025 / -0.025


Look up the total energy of the second one. -1039.7197 Eh


Among the records above, which one has the highest energy above the lowest of the compared OMol25 structures with the same formula, charge and spin? C2H5N3S2


Look up the total energy of the second one. -1039.7197 Eh